1.
{"formula": "C13H16BF3NO6PdS", "method": "ωB97M-V/def2-TZVPD", "symbols": ["Pd", "S", "F", "F", "F", "O", "O", "O", "O", "O", "O", "N", "C", "C", "C", "C", "C", "C", "C", "C", "C", "C", "C", "C", "C", "B", "H", "H", "H", "H", "H", "H", "H", "H", "H", "H", "H", "H", "H", "H", "H", "H"], "coordinates": [[-0.3350, 0.0333, 0.1749], [-0.3201, -2.6125, 1.5701], [-2.1535, -4.3791, 0.8144], [-2.9605, -2.5528, 1.6497], [-2.0573, -4.0260, 2.9469], [1.4377, 0.5347, -1.7434], [-2.3077, 0.0591, -0.3470], [-0.3918, -1.5890, 2.5703], [-0.3889, -2.0690, 0.1775], [1.6019, -0.0798, 0.3950], [0.6340, -3.6626, 1.7576], [-0.4854, 1.9872, 0.3918], [4.3629, -0.2164, 0.2705], [4.2554, 0.6549, -1.9695], [-3.2865, 0.6214, 0.5691], [-4.5772, -0.1406, 0.2929], [5.6399, 0.6510, -2.0382], [3.6140, 0.2228, -0.8155], [-4.3718, -0.6741, -1.1274], [2.1120, 0.2403, -0.7701], [-0.5879, 3.1336, 0.4340], [-1.9549, -3.4429, 1.7527], [6.3876, 0.2091, -0.9544], [5.7482, -0.2257, 0.1987], [-2.8892, -0.9955, -1.1415], [-0.7388, 4.7050, 0.5334], [-4.9805, -1.5503, -1.3451], [6.1381, 0.9935, -2.9369], [3.6462, 0.9912, -2.7980], [-2.9186, 0.4987, 1.5857], [-3.3576, 1.6839, 0.3410], [-0.7147, 5.1424, -0.5976], [-4.5956, 0.0995, -1.8641], [0.1876, 5.1135, 1.1984], [7.4696, 0.2048, -1.0083], [3.8460, -0.5462, 1.1612], [-4.6865, -0.9689, 0.9909], [-1.8079, 4.9203, 1.0716], [-2.6653, -1.9588, -0.6925], [-5.4505, 0.5035, 0.3824], [-2.4276, -0.9429, -2.1256], [6.3302, -0.5706, 1.0441]], "atomic_forces_ev_per_a": [[-0.5, -0.5, -0.1], [0.2, 0.0, 0.1], [0.0, 0.0, 0.0], [0.0, 0.0, 0.0], [0.0, 0.0, 0.0], [0.3, 0.0, -0.4], [-0.5, 0.0, 0.2], [-0.1, 0.2, 0.2], [0.0, -0.2, 0.3], [0.5, 0.4, -0.3], [-0.1, -0.1, -0.3], [0.3, 0.2, -0.2], [0.0, 0.0, 0.0], [0.0, 0.0, 0.0], [-0.1, 0.0, 0.0], [0.0, 0.0, 0.0], [0.0, 0.0, 0.0], [0.0, 0.0, 0.0], [0.0, 0.0, 0.0], [-0.1, -0.1, 0.6], [0.0, 0.0, 0.1], [0.0, -0.1, -0.2], [0.0, 0.0, 0.0], [0.0, 0.0, 0.0], [-0.1, 0.1, -0.1], [-0.1, 0.0, 0.0], [0.0, 0.0, 0.0], [0.0, 0.0, 0.0], [0.0, 0.0, 0.0], [0.0, 0.0, 0.0], [0.0, 0.0, 0.0], [0.0, 0.0, 0.0], [0.0, 0.0, 0.0], [0.0, 0.0, 0.0], [0.0, 0.0, 0.0], [0.0, 0.0, 0.0], [0.0, 0.0, 0.0], [0.0, 0.0, 0.0], [0.0, 0.0, 0.0], [0.0, 0.0, 0.0], [0.0, 0.0, 0.0], [0.0, 0.0, 0.0]], "orbital_gap_ev": 9.0, "total_charge": -1}

---

2.
{"formula": "C7H4F12NaO15S4", "method": "ωB97M-V/def2-TZVPD", "symbols": ["S", "S", "S", "S", "Na", "F", "F", "F", "F", "F", "F", "F", "F", "F", "F", "F", "F", "O", "O", "O", "O", "O", "O", "O", "O", "O", "O", "O", "O", "O", "O", "O", "C", "C", "C", "C", "C", "C", "C", "H", "H", "H", "H"], "coordinates": [[2.6358, 2.0134, 5.6028], [-5.1746, 0.6178, 1.0539], [-0.1314, -6.1277, 1.4339], [7.0284, -1.6723, -0.6909], [0.7779, -0.5571, -1.2121], [-2.2260, -7.0922, 0.0722], [0.8200, 3.8425, 4.8274], [-7.7467, 0.3713, 0.5794], [8.4938, -3.7507, -1.6589], [-1.6103, -8.2969, 1.7337], [2.8386, 4.4546, 4.2738], [6.6240, -3.3537, -2.7338], [-2.6321, -6.4187, 2.0410], [-6.6253, -1.4711, 0.1732], [8.5379, -2.1115, -2.9941], [-6.4622, 0.1476, -1.1403], [1.8581, 2.7617, 3.2710], [3.8248, 1.4928, 4.9846], [5.6804, -1.1282, -1.0948], [-3.9530, 0.2374, 0.3654], [0.1085, 4.2374, -5.4500], [-0.2117, -5.2106, 0.2689], [2.8786, 2.6454, 6.8935], [6.9580, -2.6549, 0.4140], [1.5574, 1.0070, 5.6997], [0.9961, -7.1288, 1.2980], [-1.9492, 5.2711, -5.5391], [7.9837, -0.5963, -0.5031], [-1.4555, 3.8809, -3.9009], [-5.4772, 2.0130, 1.0563], [-5.2724, 0.0114, 2.4353], [-0.1154, -5.4460, 2.7732], [-1.7887, -7.0500, 1.2934], [-2.7831, 4.3966, -3.5100], [-2.9514, 5.5698, -4.5415], [7.7153, -2.7800, -2.1444], [2.0050, 3.4079, 4.4122], [-1.0529, 4.4013, -5.0360], [-6.6213, -0.1721, 0.1465], [-3.9625, 5.4881, -4.9404], [-3.5175, 3.5915, -3.5342], [-2.8702, 6.5303, -4.0326], [-2.7320, 4.6282, -2.4462]], "atomic_forces_ev_per_a": [[-0.9, -1.7, 2.0], [0.9, -2.5, 4.5], [3.6, 1.1, 0.6], [-2.5, 0.5, 1.7], [0.1, -0.3, 0.5], [-0.7, -0.3, -1.6], [-0.3, 0.6, -0.2], [-0.9, -0.4, 0.1], [-0.3, -0.3, 0.0], [-0.5, -0.7, 0.2], [-0.3, -0.2, -0.2], [1.4, 0.5, -0.4], [-1.8, 0.5, 1.1], [-0.6, -1.5, 0.7], [-1.2, -0.2, -0.3], [-0.5, 0.5, -1.3], [-0.2, 0.5, -1.4], [0.5, 0.5, -0.9], [2.4, -1.6, -0.1], [-0.6, -0.1, -0.7], [-3.7, 0.3, 0.4], [-0.3, -0.9, 1.2], [-0.1, 0.9, -0.5], [0.3, 1.0, -1.9], [0.6, 1.7, -0.9], [-2.9, 1.4, 0.2], [-0.7, 0.6, 0.2], [0.4, -0.6, -0.5], [-1.5, -0.5, 1.1], [-0.6, 1.4, -0.8], [-0.2, 0.9, -3.0], [-0.8, -1.6, -2.6], [3.4, 0.5, 0.8], [1.1, -0.1, -0.3], [-0.7, -1.8, 1.1], [-0.6, 0.8, 1.5], [0.9, -2.2, 2.2], [4.3, 0.5, -0.4], [2.5, 1.8, 0.2], [0.3, 0.2, -0.5], [0.1, 0.0, -0.7], [0.7, 0.1, -0.5], [0.2, 0.6, -0.2]], "orbital_gap_ev": 5.1, "total_charge": -3}

---

3.
{"formula": "C19H28AuNO5", "method": "ωB97M-V/def2-TZVPD", "symbols": ["Au", "O", "O", "O", "O", "O", "N", "C", "C", "C", "C", "C", "C", "C", "C", "C", "C", "C", "C", "C", "C", "C", "C", "C", "C", "C", "H", "H", "H", "H", "H", "H", "H", "H", "H", "H", "H", "H", "H", "H", "H", "H", "H", "H", "H", "H", "H", "H", "H", "H", "H", "H", "H", "H"], "coordinates": [[-0.7294, -0.3200, 2.9293], [-0.4120, -6.9716, 5.2492], [-0.0251, 2.7210, -2.6953], [-0.7799, -4.8156, 5.2596], [0.0921, -5.7506, 3.4836], [-0.2911, -0.9688, -2.0100], [-0.3653, -5.8643, 4.6620], [1.2001, -0.5554, 4.1052], [1.4405, -0.4922, 2.6410], [-2.1910, -2.7569, 3.2863], [-1.7080, -3.1450, 2.0236], [-0.3439, 3.9869, -3.3291], [0.7728, 3.8968, -4.3973], [1.9158, -0.1258, -2.1740], [1.0695, -1.3883, -2.2859], [-0.1669, 0.1025, -1.0343], [1.3305, 0.4944, -0.8959], [-1.6978, 3.9896, -4.0019], [1.3224, -2.7239, 3.2869], [1.0127, 2.5680, -3.7254], [-2.5229, -0.9855, 1.7881], [-1.8995, -2.1061, 1.0944], [-2.7068, -1.4153, 3.2012], [-0.1767, 5.1688, -2.4085], [1.1542, -1.9617, 4.4647], [1.5057, -1.8727, 2.1856], [1.8238, -0.0009, -0.0213], [1.3801, -3.8111, 3.2459], [-0.7447, 0.9896, -1.3592], [1.8000, -2.1810, 1.1907], [1.6504, 0.5452, -2.9970], [1.6016, 4.5988, -4.2845], [-1.7957, 4.9451, -4.5333], [1.3515, 0.3000, 4.7696], [-0.3178, 6.0757, -3.0059], [1.3774, -2.0989, -1.4939], [-2.5079, 3.9151, -3.2676], [-0.6022, -0.2767, -0.0806], [1.4471, 1.5875, -0.8094], [2.0074, 2.5033, -3.2663], [-1.6609, -2.1705, 0.0343], [-3.3332, -0.9282, 3.9433], [0.8264, 5.1944, -1.9720], [1.0136, -2.3952, 5.4627], [0.7892, 1.7392, -4.4137], [-2.9951, -0.1184, 1.3258], [-1.2736, -4.1243, 1.8044], [1.7268, 0.4173, 2.1023], [2.9979, -0.2640, -2.1908], [-2.1514, -3.3831, 4.1639], [-1.7816, 3.1808, -4.7399], [0.4058, 3.7879, -5.4184], [-0.9391, 5.1492, -1.6233], [1.1044, -1.8853, -3.2687]], "atomic_forces_ev_per_a": [[-0.2, 0.0, 0.1], [0.1, 1.4, -1.0], [0.9, 0.5, -1.3], [0.3, -0.5, -0.5], [-0.4, -0.2, 0.9], [1.2, 0.7, 0.3], [0.0, -0.3, 0.4], [0.8, 1.0, -2.3], [-0.4, 0.8, 2.5], [0.1, -0.3, -0.3], [-0.1, 0.1, -1.4], [-0.4, 1.3, -0.6], [-0.3, -0.3, 0.7], [-0.7, 0.5, -0.3], [-0.2, -0.3, 0.1], [-0.4, 0.1, 0.5], [0.1, -0.6, 0.4], [-0.3, 0.0, 0.1], [0.5, 0.1, 0.4], [0.5, -0.8, 0.1], [-0.9, -0.2, 2.3], [0.0, -1.7, 0.8], [-0.1, 1.3, -2.3], [-0.2, 0.1, 0.1], [0.1, -1.2, -0.8], [0.5, -0.4, 0.8], [-0.5, 0.4, -0.6], [-0.4, 0.2, 0.1], [0.2, -0.7, 0.0], [-0.3, 0.0, 0.0], [0.2, -0.5, 0.1], [-0.3, 0.0, -0.2], [-0.1, -0.2, 0.1], [-0.2, -0.4, -0.2], [0.0, 0.0, 0.2], [0.0, 0.0, -0.4], [0.1, -0.1, -0.2], [0.4, 0.4, -0.4], [0.0, -0.5, -0.1], [-0.3, -0.3, -0.1], [0.0, 0.2, 0.3], [0.2, 0.0, -0.2], [-0.2, 0.0, 0.0], [0.0, 0.3, -0.5], [0.2, -0.1, 0.5], [0.1, -0.3, 0.1], [-0.1, 0.4, 0.2], [0.1, -0.5, 0.2], [-0.1, -0.2, 0.2], [0.1, -0.1, 0.2], [0.0, 0.1, 0.3], [0.2, 0.4, 0.1], [0.2, 0.1, 0.0], [-0.1, 0.2, 0.4]], "multiplicity": 3, "orbital_gap_ev": [7.1, 3.6]}

---

4.
{"formula": "H18O9", "method": "ωB97M-V/def2-TZVPD", "symbols": ["O", "O", "O", "O", "O", "O", "O", "O", "O", "H", "H", "H", "H", "H", "H", "H", "H", "H", "H", "H", "H", "H", "H", "H", "H", "H", "H"], "coordinates": [[1.6534, 1.6962, -2.3448], [-3.1424, -2.4994, 0.6308], [-2.9917, -0.4944, -1.2296], [-0.1614, -0.2635, 0.8455], [-2.0636, 1.7839, -0.4447], [1.5486, -1.5219, 2.2478], [0.1140, -2.1824, -1.1013], [3.5315, 0.7918, 1.8886], [1.8351, 2.3307, 0.1364], [2.1289, 0.8678, -2.2827], [-1.0360, 0.1048, 0.7209], [-3.7273, -0.0405, -1.6409], [-0.2566, -1.6311, -1.7905], [0.4286, 0.3820, 0.4562], [4.0766, 0.7565, 2.6746], [1.7779, 3.2808, 0.2379], [0.2315, -1.5908, -0.3580], [-2.6137, -1.0241, -1.9316], [-2.2317, 0.8484, -0.5574], [2.8808, 0.1015, 2.0167], [-2.8612, 2.2105, -0.7578], [2.0639, -1.8807, 1.5253], [-2.6258, -1.8989, 0.0934], [0.7733, -1.1494, 1.8278], [-3.5747, -3.0749, -0.0003], [2.6492, 2.0907, 0.5790], [1.5926, 2.0064, -1.4413]], "atomic_forces_ev_per_a": [[-0.3, -0.3, -1.3], [0.0, -0.3, 0.5], [0.0, -0.4, -0.3], [-0.3, 0.1, -0.3], [0.6, 0.8, 0.5], [1.2, -0.1, 0.6], [0.0, -0.7, -0.5], [0.3, 0.4, -0.4], [-0.4, 0.2, 0.5], [0.2, -0.1, -0.1], [-0.3, 0.2, 0.3], [-0.4, 0.1, -0.1], [0.2, 0.2, -0.2], [0.3, 0.8, -0.1], [0.1, 0.1, 0.1], [-0.2, 0.3, 0.1], [-0.2, 0.3, 0.4], [0.2, -0.2, -0.3], [-0.2, -0.2, -0.4], [-0.6, -0.6, 0.3], [-0.1, 0.2, 0.0], [0.1, -0.4, -0.1], [0.0, 0.0, 0.0], [-0.6, 0.2, 0.0], [-0.1, -0.2, -0.1], [0.6, -0.4, 0.5], [0.1, 0.1, 0.5]], "smiles": "O.O.O.O.O.O.O.O.O", "orbital_gap_ev": 10.5}

---

Q: Which ΔE to the lowest compared entry with this formula, charge and spin values were calculated for the entries above? A: 0.0, 23.3, 0.0, 55.8, in kcal/mol.